Entry 1:
This record from OMol25 describes C34H30IrN4O6PS4 as an isolated structure at a distorted geometry. The level of theory is ωB97M-V/def2-TZVPD.

The value obtained for the HOMO energy (alpha / beta) is -5.37 / -5.97 eV. Its multiplicity is 2. Its relative energy (zero: lowest compared OMol25 entry of this formula, charge and spin) is 85.8 kJ/mol. The charge is -1. As for the orbital gap (alpha / beta): 7.19 / 6.38 eV.

Last column: Mulliken charge in e.
CARTESIAN COORDINATES (ANGSTROEM)
Ir  -2.09  -1.91  0.36  1.803
C  0.27  0.21  5.68  -1.148
C  1.06  0.53  4.42  -0.687
N  0.99  -0.53  3.42  0.369
C  2.05  -1.52  3.45  -1.152
C  3.26  -1.10  2.62  -0.576
C  -0.05  -0.59  2.56  0.440
S  0.07  -1.72  1.28  -0.763
N  -0.99  0.34  2.76  -0.014
C  -2.26  0.24  2.40  -0.016
O  -2.85  -0.76  1.90  -0.902
C  -3.11  1.43  2.69  0.674
C  -2.68  2.44  3.54  0.158
C  -3.49  3.54  3.78  -0.827
C  -4.73  3.63  3.16  -0.337
C  -5.16  2.62  2.31  -0.877
C  -4.36  1.52  2.07  -0.453
H  0.38  1.01  6.41  0.362
H  0.63  -0.72  6.14  0.394
H  -0.78  0.10  5.44  0.217
H  2.12  0.67  4.66  0.442
H  0.70  1.46  3.97  0.382
H  1.66  -2.46  3.08  0.497
H  2.33  -1.66  4.50  0.383
H  2.96  -0.93  1.59  -0.064
H  4.02  -1.88  2.63  0.427
H  3.71  -0.18  3.01  0.360
H  -1.71  2.35  4.01  0.316
H  -3.15  4.32  4.45  0.408
H  -5.36  4.49  3.34  0.380
H  -6.12  2.71  1.81  0.405
H  -4.66  0.74  1.39  0.426
S  -2.63  -3.71  1.55  -0.356
C  -2.81  -4.86  0.31  0.619
C  -3.40  -6.12  0.67  -0.148
N  -3.86  -7.13  0.98  -0.481
C  -2.30  -4.64  -0.95  0.286
S  -1.48  -3.21  -1.37  0.092
C  -2.34  -5.69  -1.93  -0.162
N  -2.38  -6.53  -2.72  -0.505
O  -4.89  -0.07  -2.00  -0.728
S  -3.63  -0.49  -1.46  0.912
O  -2.96  0.45  -0.53  -0.630
O  -2.65  -0.92  -2.48  -0.520
O  -3.91  -1.73  -0.54  -0.768
O  0.65  -1.33  -1.77  -0.230
P  1.40  -0.16  -2.29  1.069
C  1.04  1.37  -1.41  0.009
C  1.86  2.49  -1.42  -0.112
C  1.46  3.64  -0.75  -0.705
C  0.25  3.67  -0.07  -0.818
C  -0.59  2.56  -0.08  -0.472
C  -0.19  1.41  -0.75  0.121
C  1.00  0.19  -4.02  0.203
C  1.83  0.93  -4.86  -0.163
C  1.42  1.23  -6.15  -0.744
C  0.17  0.79  -6.60  -0.348
C  -0.65  0.06  -5.75  -0.706
C  -0.24  -0.24  -4.46  -0.390
C  3.20  -0.39  -2.20  0.195
C  3.86  -1.10  -3.20  -0.349
C  5.21  -1.39  -3.07  -0.752
C  5.91  -0.97  -1.95  -0.391
C  5.25  -0.28  -0.94  -0.862
C  3.90  0.02  -1.07  -0.442
H  2.81  2.47  -1.94  0.419
H  2.11  4.51  -0.75  0.410
H  -0.06  4.57  0.45  0.418
H  -1.55  2.57  0.41  0.617
H  -0.86  0.56  -0.79  0.271
H  2.79  1.28  -4.51  0.354
H  2.06  1.80  -6.81  0.393
H  -0.15  1.02  -7.60  0.374
H  -1.63  -0.26  -6.09  0.456
H  -0.90  -0.78  -3.79  0.328
H  3.32  -1.43  -4.07  0.457
H  5.72  -1.94  -3.85  0.400
H  6.96  -1.20  -1.85  0.380
H  5.79  0.04  -0.06  0.406
H  3.39  0.56  -0.29  0.567


Entry 2:
This record from OMol25 describes a 3-piece molecular cluster, C2H12N2O2 overall at a distorted geometry. The level of theory is ωB97M-V/def2-TZVPD.

The value obtained for the HOMO energy (alpha / beta) is -13.78 / -13.78 eV. Its multiplicity is 2. Its relative energy (zero: lowest compared OMol25 entry of this formula, charge and spin) is 237.7 kJ/mol. The charge is +1. As for the orbital gap (alpha / beta): 9.89 / 4.47 eV.

Last column: Mulliken charge in e.
CARTESIAN COORDINATES (ANGSTROEM)
C  0.06  -0.17  -0.68  -0.250
C  -0.15  -1.63  -1.24  -0.701
N  -1.27  -2.39  -0.57  -0.153
N  0.49  -0.25  0.69  -0.478
H  0.90  0.26  -1.36  0.175
H  -0.84  0.29  -0.96  0.343
H  -0.28  -1.75  -2.31  0.483
H  1.00  -1.86  -1.15  0.329
H  -1.06  -2.57  0.40  0.302
H  -1.67  -3.09  -1.22  0.335
H  -0.30  0.32  1.22  0.332
H  0.49  -1.26  0.89  0.265
H  2.06  1.54  -3.42  0.318
H  1.37  2.94  -3.44  0.325
O  1.92  2.34  -3.99  -0.625
H  -0.33  2.01  5.59  0.332
H  -1.12  0.93  4.74  0.296
O  -1.20  1.60  5.44  -0.627


Entry 3:
This record from OMol25 describes one molecule with the formula C2H3BrO2 at a distorted geometry. The level of theory is ωB97M-V/def2-TZVPD.

The value obtained for the HOMO energy is -10.58 eV. Its relative energy (zero: lowest compared OMol25 entry of this formula, charge and spin) is 441.7 kJ/mol. As for the orbital gap: 11.32 eV.

Last column: Mulliken charge in e.
CARTESIAN COORDINATES (ANGSTROEM)
Br  2.35  0.25  0.24  -0.123
C  0.57  0.39  -0.48  -0.465
C  -0.45  -0.30  0.35  0.261
O  -1.72  0.20  0.72  -0.281
O  -1.54  -0.82  -0.28  -0.265
H  0.25  1.44  -0.29  0.282
H  0.65  -0.13  -1.51  0.310
H  -0.12  -1.03  1.25  0.282


Entry 4:
This record from OMol25 describes a 2-piece molecular cluster, C33H42N5 overall at a distorted geometry. The level of theory is ωB97M-V/def2-TZVPD.

The value obtained for the HOMO energy is -9.15 eV. Its relative energy (zero: lowest compared OMol25 entry of this formula, charge and spin) is 43.6 kJ/mol. The charge is +1. As for the orbital gap: 5.52 eV.

Last column: Mulliken charge in e.
CARTESIAN COORDINATES (ANGSTROEM)
C  -5.05  1.44  -3.31  -0.871
C  -6.38  0.75  -3.07  -0.752
N  -6.38  -0.11  -1.91  -0.026
C  -7.41  -1.12  -1.95  -0.764
C  -7.78  -1.68  -0.59  -0.878
C  -6.53  -1.98  0.24  -0.966
C  -5.62  -0.80  0.28  0.291
C  -5.56  0.08  -0.84  0.802
C  -4.63  1.16  -0.82  0.554
C  -3.86  1.38  0.31  -1.484
C  -3.87  0.49  1.44  0.971
C  -2.95  0.61  2.53  -0.097
C  -1.83  1.43  2.42  -0.596
C  -0.89  1.81  3.37  -0.635
C  0.12  2.80  3.15  0.783
C  0.15  3.69  2.03  -0.838
C  1.15  4.65  1.85  0.235
C  2.17  4.80  2.84  0.491
N  3.10  5.79  2.74  -0.035
C  3.15  6.73  1.65  -0.783
C  2.50  6.21  0.38  -0.869
C  1.14  5.57  0.67  -0.892
C  4.10  6.06  3.75  -0.756
C  3.77  5.47  5.11  -0.811
C  3.26  4.04  4.97  -1.010
C  2.18  3.90  3.95  0.494
C  1.19  2.94  4.07  -0.924
C  -4.82  -0.57  1.39  -0.929
C  -4.49  2.04  -2.03  -0.865
H  -4.34  0.71  -3.73  0.341
H  -5.20  2.22  -4.06  0.363
H  -7.18  1.51  -2.96  0.324
H  -6.67  0.14  -3.93  0.485
H  -8.29  -0.69  -2.43  0.483
H  -7.06  -1.94  -2.61  0.337
H  -8.39  -0.95  -0.05  0.337
H  -8.37  -2.59  -0.72  0.371
H  -6.81  -2.24  1.27  0.396
H  -6.00  -2.84  -0.18  0.297
H  -3.21  2.26  0.35  0.806
H  -3.09  -0.08  3.37  0.314
H  -1.61  1.81  1.42  0.513
H  -0.86  1.32  4.34  0.457
H  -0.63  3.61  1.27  0.567
H  2.66  7.67  1.96  0.334
H  4.20  6.99  1.46  0.483
H  2.39  7.04  -0.33  0.360
H  3.16  5.47  -0.09  0.337
H  0.79  5.03  -0.21  0.423
H  0.40  6.38  0.85  0.296
H  5.07  5.66  3.40  0.329
H  4.23  7.14  3.82  0.478
H  4.66  5.51  5.74  0.360
H  3.00  6.09  5.59  0.329
H  4.11  3.38  4.70  0.298
H  2.88  3.68  5.93  0.403
H  1.24  2.25  4.92  0.409
H  -4.91  -1.22  2.26  0.279
H  -3.43  2.29  -2.17  0.420
H  -5.01  3.00  -1.83  0.324
C  -5.09  1.20  6.54  -0.823
C  -4.89  1.18  5.03  -0.885
N  -4.22  -0.03  4.57  -0.085
C  -4.50  -1.13  5.22  0.098
N  -5.21  -1.18  6.37  0.111
C  -5.78  -0.05  7.04  -0.561
C  -5.46  -2.53  6.80  -0.698
C  -4.70  -3.38  5.80  -0.585
N  -4.20  -2.41  4.86  -0.141
H  -4.11  1.27  7.02  0.313
H  -5.66  2.08  6.85  0.388
H  -5.89  1.30  4.56  0.243
H  -4.27  2.02  4.72  0.416
H  -5.64  -0.20  8.11  0.341
H  -6.85  -0.01  6.82  0.295
H  -5.10  -2.66  7.83  0.348
H  -6.53  -2.75  6.78  0.310
H  -3.89  -3.93  6.28  0.298
H  -5.35  -4.11  5.31  0.314
H  -3.69  -2.65  4.02  0.209


Entry 5:
This record from OMol25 describes a 3-piece molecular cluster, C31H43IN2O5PS overall at a distorted geometry. The level of theory is ωB97M-V/def2-TZVPD.

The value obtained for the HOMO energy is -10.91 eV. The charge is +1. As for the orbital gap: 6.76 eV.

Last column: Mulliken charge in e.
CARTESIAN COORDINATES (ANGSTROEM)
C  1.97  -0.54  0.40  -0.367
C  3.53  -0.90  0.69  -0.339
C  4.37  -0.41  -0.59  -1.002
C  4.37  1.19  -0.79  -0.029
C  3.71  1.64  -2.21  -0.355
C  2.99  3.09  -2.10  -1.574
C  1.47  2.82  -1.71  -0.008
C  0.85  2.96  -0.30  0.404
C  1.77  3.46  0.89  -0.174
C  1.09  4.51  1.90  -0.779
C  -0.04  5.45  1.25  -0.877
I  0.35  3.44  3.68  0.112
N  -0.56  2.66  -0.10  0.271
C  -1.47  2.24  -1.13  -0.050
C  -2.99  1.99  -0.67  -0.856
C  -3.51  0.50  -1.03  0.304
C  -4.91  0.56  -1.85  -0.827
C  -6.09  1.25  -0.96  -0.413
C  -6.38  0.33  0.35  -0.732
C  -0.99  2.06  -2.62  -0.044
P  -2.20  1.49  -4.00  0.548
N  -1.46  0.12  -4.88  -0.662
O  -2.43  2.73  -5.16  -0.537
C  0.52  2.35  -2.89  0.654
S  1.16  2.16  -4.62  -0.118
H  1.25  -1.21  0.99  0.371
H  1.80  0.53  0.77  -0.280
H  1.73  -0.54  -0.73  0.144
H  3.56  -2.05  0.80  0.202
H  3.91  -0.45  1.67  0.362
H  3.94  -0.94  -1.51  0.346
H  5.45  -0.78  -0.45  0.322
H  5.47  1.53  -0.84  0.457
H  3.83  1.75  0.05  -0.079
H  4.47  1.60  -3.08  0.385
H  2.87  0.89  -2.47  0.267
H  3.58  3.72  -1.35  0.348
H  3.06  3.63  -3.11  0.111
H  2.77  3.90  0.54  0.114
H  2.04  2.52  1.52  0.105
H  1.93  5.21  2.26  0.633
H  0.16  6.52  1.63  0.348
H  -0.03  5.51  0.11  0.221
H  -1.06  5.11  1.68  0.270
H  -0.92  2.76  0.87  0.288
H  -3.06  2.08  0.48  0.090
H  -3.69  2.81  -1.09  0.329
H  -3.68  -0.10  -0.08  0.348
H  -2.75  -0.05  -1.70  -0.070
H  -4.75  1.16  -2.83  0.188
H  -5.28  -0.50  -2.13  0.341
H  -5.80  2.31  -0.65  0.200
H  -7.04  1.27  -1.60  0.400
H  -5.89  -0.70  0.18  0.112
H  -7.50  0.21  0.56  0.332
H  -5.84  0.79  1.26  0.191
H  -2.09  -0.69  -4.73  0.315
H  -1.54  0.38  -5.88  0.283
H  -2.14  3.60  -4.80  0.315
H  1.90  3.33  -4.83  0.223
C  2.66  -4.51  5.48  -0.401
C  2.75  -3.24  5.09  -0.380
C  3.70  -2.83  4.03  0.430
O  3.78  -1.66  3.67  -0.536
C  4.55  -3.88  3.43  -0.189
C  4.46  -5.15  3.83  -0.409
C  3.51  -5.56  4.88  0.325
O  3.43  -6.72  5.24  -0.537
H  1.97  -4.83  6.25  0.414
H  2.13  -2.45  5.52  0.427
H  5.24  -3.56  2.66  0.444
H  5.07  -5.93  3.40  0.417
C  -3.68  -4.50  0.93  -0.474
C  -2.88  -5.56  0.84  -0.409
C  -1.55  -5.47  0.20  0.231
O  -0.82  -6.44  0.12  -0.544
C  -1.15  -4.16  -0.35  -0.436
C  -1.96  -3.10  -0.26  -0.104
C  -3.28  -3.19  0.38  0.286
O  -4.02  -2.22  0.46  -0.409
H  -4.66  -4.55  1.40  0.436
H  -3.16  -6.53  1.24  0.413
H  -0.18  -4.10  -0.82  0.460
H  -1.68  -2.13  -0.66  0.464


Entry 6:
This record from OMol25 describes a 2-piece molecular cluster, C9H11NO3 overall at a distorted geometry. The level of theory is ωB97M-V/def2-TZVPD.

The value obtained for the HOMO energy is -9.43 eV. Its relative energy (zero: lowest compared OMol25 entry of this formula, charge and spin) is 229.2 kJ/mol. As for the orbital gap: 9.99 eV.

Last column: Mulliken charge in e.
CARTESIAN COORDINATES (ANGSTROEM)
C  1.57  1.95  0.24  -0.728
O  0.83  0.85  0.79  -0.292
C  0.00  0.20  0.03  0.584
O  -0.22  0.41  -1.13  -0.777
C  -0.66  -0.86  0.80  0.469
C  -1.18  -1.99  0.18  -0.349
C  -1.54  -3.09  1.07  -0.353
C  -1.61  -2.98  2.43  -0.469
C  -1.31  -1.73  2.98  -0.483
C  -0.80  -0.68  2.23  -0.423
H  1.13  2.42  -0.68  0.548
H  2.45  1.47  -0.28  0.262
H  1.88  2.59  1.22  0.211
H  -1.32  -2.21  -0.91  0.361
H  -1.77  -4.05  0.58  0.311
H  -1.96  -3.77  3.03  0.439
H  -1.14  -1.61  4.11  0.225
H  -0.54  0.34  2.48  0.419
H  1.67  3.74  -2.45  0.168
N  1.19  2.85  -2.44  -0.506
C  1.11  2.15  -3.49  -0.050
O  0.51  0.87  -3.63  -0.526
H  1.49  2.50  -4.43  0.367
H  0.23  0.65  -2.73  0.592


Entry 7:
This record from OMol25 describes a 2-piece molecular cluster, C3H8N3 overall at a distorted geometry. The level of theory is ωB97M-V/def2-TZVPD.

The value obtained for the HOMO energy (alpha / beta) is -12.43 / -12.34 eV. Its multiplicity is 3. Its relative energy (zero: lowest compared OMol25 entry of this formula, charge and spin) is 514.9 kJ/mol. The charge is +1. As for the orbital gap (alpha / beta): 8.79 / 2.92 eV.

Last column: Mulliken charge in e.
CARTESIAN COORDINATES (ANGSTROEM)
C  1.52  -2.23  -1.24  -0.430
C  2.82  -1.93  -1.02  -0.440
C  -1.07  1.30  1.86  -0.072
N  -1.55  1.37  0.53  0.522
N  -2.24  2.05  -0.35  -0.265
N  -0.63  0.55  0.64  -0.443
H  0.84  -2.11  -0.30  0.121
H  1.06  -2.38  -2.16  0.302
H  -3.11  2.44  -0.02  0.334
H  3.20  -1.90  0.05  0.184
H  -0.49  2.27  2.21  0.296
H  -1.71  0.91  2.70  0.294
H  -2.27  1.51  -1.17  0.317
H  3.62  -1.84  -1.71  0.280


Entry 8:
This record from OMol25 describes C31H30O15V as an isolated structure at a distorted geometry. The level of theory is ωB97M-V/def2-TZVPD.

The value obtained for the HOMO energy (alpha / beta) is -6.90 / -6.85 eV. Its multiplicity is 2. Its relative energy (zero: lowest compared OMol25 entry of this formula, charge and spin) is 75.5 kJ/mol. As for the orbital gap (alpha / beta): 5.74 / 2.18 eV.

Last column: Mulliken charge in e.
CARTESIAN COORDINATES (ANGSTROEM)
O  -2.38  -0.38  2.02  -0.469
V  -1.60  0.41  0.85  1.029
O  -1.08  -0.71  -0.13  -0.273
C  -1.69  2.97  0.25  0.833
O  -1.56  4.20  0.30  -0.764
O  -0.98  2.11  -0.31  -0.677
O  -2.47  2.48  1.09  -0.692
C  0.17  -3.27  3.84  -0.819
C  0.89  -2.84  2.73  0.364
C  0.48  -3.00  1.40  -0.083
C  -0.79  -3.58  1.20  -0.192
C  -1.51  -4.16  2.24  -0.948
C  -1.00  -3.97  3.57  0.967
O  -1.58  -4.59  4.65  -0.500
O  1.14  -2.37  0.46  -0.358
H  0.61  -3.07  4.81  0.315
H  1.84  -2.39  2.98  0.509
H  -1.01  -3.61  0.14  0.500
H  -2.37  -4.80  2.18  0.499
H  -1.09  -4.56  5.47  0.342
H  0.78  -2.39  -0.43  0.162
C  1.53  1.91  2.09  0.162
C  2.39  2.75  2.79  -0.779
C  2.60  2.44  4.15  1.093
C  2.04  1.43  4.79  -0.856
C  1.19  0.63  4.08  -0.273
C  0.97  0.81  2.70  -0.251
O  0.28  -0.09  2.00  0.209
O  3.35  3.32  4.84  -0.555
H  1.23  2.11  1.08  0.248
H  2.98  3.53  2.32  0.289
H  2.29  1.30  5.83  0.442
H  0.69  -0.22  4.53  0.454
H  0.80  -0.85  1.74  0.113
H  3.69  3.99  4.25  0.275
C  1.61  2.98  -2.11  0.005
C  2.19  4.01  -2.87  -0.875
C  2.75  3.66  -4.11  0.600
C  2.72  2.32  -4.54  -0.622
C  2.00  1.32  -3.81  -0.519
C  1.49  1.71  -2.56  0.393
O  0.81  0.82  -1.76  -0.237
O  3.50  4.55  -4.86  -0.550
H  1.26  3.26  -1.13  0.194
H  2.21  4.98  -2.39  0.348
H  3.39  1.96  -5.31  0.380
H  1.94  0.26  -4.04  0.433
H  0.33  1.32  -1.09  0.016
H  3.77  5.14  -4.15  0.300
C  -5.43  0.78  1.26  -0.379
C  -6.69  1.41  1.33  -0.727
C  -7.29  1.93  0.17  0.738
C  -6.77  1.59  -1.11  -0.670
C  -5.60  0.82  -1.16  -0.470
C  -5.01  0.32  -0.04  0.528
O  -3.88  -0.37  -0.20  -0.479
O  -8.35  2.77  0.21  -0.557
H  -4.90  0.28  2.06  0.353
H  -7.16  1.67  2.27  0.378
H  -7.28  1.92  -2.01  0.291
H  -5.23  0.60  -2.14  0.276
H  -3.58  -0.53  -1.10  0.237
H  -8.93  2.81  -0.56  0.308
C  3.17  -1.73  -2.06  0.021
C  4.41  -2.29  -2.39  -0.582
C  4.54  -3.44  -3.14  0.579
C  3.34  -4.00  -3.58  -0.456
C  2.07  -3.47  -3.31  -0.818
C  1.99  -2.36  -2.43  0.071
O  0.78  -1.95  -1.97  -0.539
O  5.77  -3.95  -3.52  -0.515
H  3.17  -0.80  -1.50  0.513
H  5.32  -1.75  -2.20  0.398
H  3.35  -4.62  -4.47  0.237
H  1.17  -3.85  -3.77  0.411
H  0.61  -1.02  -2.17  0.385
H  5.54  -4.55  -4.24  0.283